# C8H11N3O2

The molecule C8H11N3O2 (ωB97M-V with the def2-TZVPD basis set, the OMol25 dataset).

HOMO energy = -11.575 eV
Energy above the lowest of the compared OMol25 structures with the same formula, charge and spin = 279.2 kJ/mol
Charge = 0
SMILES string = CCC(C#N)(C#N)C(C)(C)[N+](=O)[O-]
LUMO = 0.0033 Ha

Each line ends with the Löwdin charge.
CARTESIAN COORDINATES (ANGSTROEM)
C  1.006  0.555  -1.307  -0.2328
C  -1.104  -0.284  -1.743  -0.2050
C  -1.165  2.391  -0.915  -0.1063
C  0.952  -2.241  -0.577  -0.0409
C  1.022  -0.940  1.437  0.0052
C  -0.754  1.254  -0.055  -0.2314
C  -0.160  0.068  -0.724  -0.3711
C  0.202  -1.299  0.225  -0.3837
N  1.975  0.975  -1.704  0.2485
N  -1.886  -0.549  -2.524  0.2358
N  -1.052  -1.928  0.697  -0.3750
O  -0.983  -3.045  1.111  0.1181
O  -2.055  -1.310  0.580  0.1133
H  -0.275  2.801  -1.506  0.1061
H  -1.758  3.256  -0.374  0.1259
H  -1.977  2.253  -1.580  0.0540
H  0.560  -2.410  -1.564  0.1004
H  0.960  -3.261  -0.122  0.1240
H  1.929  -1.944  -0.796  0.0846
H  1.731  -1.796  1.734  0.1370
H  1.465  -0.001  1.202  0.0662
H  0.281  -0.617  2.263  0.1338
H  -1.749  0.956  0.485  0.1613
H  -0.005  1.528  0.714  0.1319

Atoms 1-2, force components in eV/Å:
0.9422 -0.6056 -0.3285
0.0734 -0.8360 -0.3270

---

# C8H11N3O3

A cluster of 2 separate species, C8H11N3O3 in total (ωB97M-V with the def2-TZVPD basis set, the OMol25 dataset).

HOMO energy = -7.319 eV
Energy above the lowest of the compared OMol25 structures with the same formula, charge and spin = 359.5 kJ/mol
Charge = 0
SMILES string = CC(C)=C(/C=N/O)NC=C=N.O=C=O
LUMO = 0.0187 Ha

Each line ends with the Löwdin charge.
CARTESIAN COORDINATES (ANGSTROEM)
C  -1.571  0.034  -1.559  -0.1398
C  -0.277  1.188  0.747  -0.1001
C  0.510  0.385  -0.182  -0.1908
C  -2.550  0.503  -0.779  -0.1790
C  -1.149  -2.636  1.228  -0.4541
C  2.636  0.130  1.147  -0.0744
C  2.434  -1.037  -1.000  -0.0592
C  1.753  -0.151  0.034  -0.3127
N  -0.174  0.157  -1.478  0.0153
N  -1.112  2.031  0.296  -0.0345
N  -3.651  0.920  -0.419  0.1476
O  -2.164  -2.755  0.747  0.2338
O  -0.113  -2.513  1.706  0.2069
O  -2.004  2.573  1.190  -0.0811
H  -1.862  -0.557  -2.359  0.0909
H  -0.124  0.822  1.718  0.1118
H  2.096  0.367  2.103  0.0982
H  3.523  -0.502  1.326  0.0922
H  3.002  1.096  0.908  0.0790
H  2.750  -0.433  -1.882  0.0816
H  3.330  -1.564  -0.636  0.0686
H  1.503  -1.754  -1.345  0.1334
H  0.182  0.312  -2.390  0.1112
H  -4.148  0.470  0.234  0.0109
H  -2.821  2.914  0.644  0.1444

Atoms 1-2, force components in eV/Å:
-0.3805 1.2706 2.2342
0.4139 -0.3808 -0.6597

---

# C8H11N3O4

The molecule C8H11N3O4 (ωB97M-V with the def2-TZVPD basis set, the OMol25 dataset).

HOMO energy (spin up / spin down) = -7.803 / -7.803 eV
Energy above the lowest of the compared OMol25 structures with the same formula, charge and spin = 760.9 kJ/mol
Charge = 0
LUMO (spin up / spin down) = -0.0274 / -0.0274 Ha

Each line ends with the Löwdin charge.
CARTESIAN COORDINATES (ANGSTROEM)
C  -0.355  0.765  2.062  -0.0635
C  -1.565  0.806  1.491  -0.0422
C  0.840  0.803  1.264  0.0008
C  -0.537  1.495  -0.681  -0.0814
C  -1.905  -0.655  -0.494  -0.1544
C  -1.724  0.809  0.001  -0.2769
C  0.308  -1.492  -1.068  -0.1103
C  0.761  1.100  -0.047  -0.1863
N  -0.781  -1.510  -0.240  0.0228
N  1.482  -1.880  -0.690  -0.3161
N  1.944  1.204  -0.841  -0.3601
O  2.492  -2.075  -1.375  -0.0424
O  1.617  -2.105  0.712  0.0441
O  3.013  1.002  -0.297  0.0783
O  1.807  1.509  -2.012  0.0803
H  -0.244  0.702  3.133  0.1076
H  -2.467  0.740  2.079  0.1112
H  1.797  0.593  1.719  0.1236
H  2.555  -2.329  0.840  0.1265
H  -0.517  1.273  -1.750  0.1190
H  -0.640  2.582  -0.586  0.1396
H  -2.778  -1.092  0.001  0.1250
H  -2.088  -0.641  -1.571  0.1281
H  -2.642  1.337  -0.272  0.1414
H  0.175  -1.303  -2.119  0.1626
H  -0.549  -1.638  0.737  0.1227

Atoms 1-2, force components in eV/Å:
-0.7224 0.0939 0.1689
0.1042 -0.0460 0.0142

---

# C8H11N4

The ion C8H11N4 with charge +1 (ωB97M-V with the def2-TZVPD basis set, the OMol25 dataset).

HOMO energy (spin up / spin down) = -11.371 / -11.380 eV
Energy above the lowest of the compared OMol25 structures with the same formula, charge and spin = 409.0 kJ/mol
Charge = +1
LUMO (spin up / spin down) = -0.1604 / -0.1604 Ha

Each line ends with the Löwdin charge.
CARTESIAN COORDINATES (ANGSTROEM)
C  1.965  0.275  -0.433  0.0532
C  1.192  -0.677  -1.021  -0.1860
C  1.526  1.121  0.677  -0.2662
C  -0.645  0.232  0.299  -0.3012
C  -3.046  0.275  0.922  0.0667
C  1.711  -1.551  -2.083  -0.0298
C  2.515  1.918  1.401  -0.0299
C  -4.416  0.309  1.215  0.0150
N  0.182  1.121  0.823  0.1706
N  -1.870  0.272  0.777  0.2640
N  -1.023  -1.633  -1.028  0.1096
N  -0.190  -0.808  -0.554  -0.0758
H  3.003  0.234  -0.626  0.1192
H  -0.688  -2.272  -1.798  0.0817
H  1.945  -2.545  -1.643  0.1083
H  2.631  -1.256  -2.618  0.1111
H  0.844  -1.982  -2.704  0.0970
H  3.186  2.409  0.686  0.0945
H  3.177  1.174  1.810  0.0905
H  2.212  2.751  2.066  0.1076
H  -4.790  1.182  0.805  0.0804
H  -4.503  0.102  2.315  0.1375
H  -4.918  -0.648  0.711  0.1819

Atoms 1-2, force components in eV/Å:
-0.8358 -0.1134 2.2350
-0.6894 1.4182 0.9980

---

# C8H11N4

A cluster of 2 separate species, C8H11N4 in total (ωB97M-V with the def2-TZVPD basis set, the OMol25 dataset).

HOMO energy = -13.077 eV
Energy above the lowest of the compared OMol25 structures with the same formula, charge and spin = 31.5 kJ/mol
Charge = +1
LUMO = -0.1384 Ha

Each line ends with the Löwdin charge.
CARTESIAN COORDINATES (ANGSTROEM)
C  -1.326  0.653  -3.051  -0.1425
C  -1.336  0.299  -0.938  -0.1004
C  -0.046  0.270  3.193  -0.0518
C  -1.299  -0.330  2.894  -0.0417
C  0.761  0.759  2.176  -0.0728
C  -1.807  -0.137  1.603  -0.0495
C  0.306  0.778  0.878  -0.0505
C  -0.969  0.202  0.553  -0.1262
N  -2.606  0.506  -2.796  0.0989
N  -2.600  0.377  -1.471  0.0829
N  -0.517  0.447  -2.016  0.1434
N  1.820  -0.618  -1.654  0.0224
H  -1.008  0.661  -4.175  0.1814
H  0.336  0.204  4.222  0.1219
H  -1.948  -0.786  3.750  0.1537
H  1.729  1.277  2.346  0.1312
H  -2.836  -0.461  1.399  0.1183
H  0.898  1.003  -0.002  0.0894
H  2.702  -0.150  -1.384  0.0768
H  0.508  0.336  -1.956  0.0672
H  1.879  -1.285  -2.453  0.0914
H  -3.568  0.219  -1.129  0.1994
H  1.601  -0.982  -0.717  0.0570

Atoms 1-2, force components in eV/Å:
-0.4974 -1.0487 -5.3964
-1.8156 0.0262 1.2546

---

# C8H11N5

A cluster of 2 separate species, C8H11N5 in total (ωB97M-V with the def2-TZVPD basis set, the OMol25 dataset).

HOMO energy = -7.282 eV
Energy above the lowest of the compared OMol25 structures with the same formula, charge and spin = 229.8 kJ/mol
Charge = 0
LUMO = -0.0300 Ha

Each line ends with the Löwdin charge.
CARTESIAN COORDINATES (ANGSTROEM)
C  0.862  2.380  -1.864  -0.0079
N  1.063  0.963  -2.144  -0.2220
C  0.863  0.515  -3.517  -0.0119
C  1.376  0.134  -1.195  0.1235
H  0.465  2.817  -2.788  0.0894
H  0.163  2.504  -1.027  0.1119
H  1.807  2.863  -1.587  0.1078
H  0.476  1.384  -4.063  0.0899
H  1.804  0.174  -3.966  0.1056
H  0.153  -0.322  -3.547  0.1070
H  1.524  -0.916  -1.445  0.1175
H  1.490  0.515  -0.179  0.0994
C  -1.764  -1.589  3.589  -0.1058
N  -0.950  -0.891  4.374  0.0205
C  0.028  -0.134  3.858  -0.2296
N  0.308  -0.001  2.519  0.0789
C  -0.446  -0.679  1.678  -0.3539
C  -1.575  -1.521  2.206  -0.2524
N  -2.165  -2.089  1.127  0.0439
C  -1.463  -1.633  0.034  -0.2276
N  -0.416  -0.801  0.317  0.0329
H  -2.556  -2.200  4.044  0.1070
H  0.657  0.422  4.568  0.0907
H  -1.706  -1.895  -0.992  0.0854

Atoms 1-2, force components in eV/Å:
-0.1001 0.4989 0.1137
0.4329 -0.8792 0.9143

---

# C8H11NO

A cluster of 2 separate species, C8H11NO in total (ωB97M-V with the def2-TZVPD basis set, the OMol25 dataset).

HOMO energy = -8.951 eV
Energy above the lowest of the compared OMol25 structures with the same formula, charge and spin = 206.0 kJ/mol
Charge = 0
SMILES string = c1ccccc1.CC(N)=O
LUMO = 0.0282 Ha

Each line ends with the Löwdin charge.
CARTESIAN COORDINATES (ANGSTROEM)
C  0.468  2.036  -0.069  -0.0591
C  -0.408  2.690  0.841  -0.0730
C  0.115  2.720  2.180  -0.0940
C  1.336  2.092  2.493  -0.0969
C  2.115  1.459  1.529  -0.1405
C  1.685  1.251  0.275  -0.0752
C  -1.101  -2.511  -1.593  -0.5667
C  -1.671  -3.712  -2.377  -0.0224
H  0.275  1.952  -1.078  0.0556
H  -1.322  3.174  0.598  0.0799
H  -0.680  2.879  2.980  0.1166
H  1.577  2.098  3.471  0.0562
H  3.084  0.929  1.696  0.1168
H  2.141  0.640  -0.523  0.1129
H  -1.155  -1.542  0.142  0.1804
H  -1.787  -3.261  -0.011  0.0445
H  -2.466  -3.350  -3.029  0.0664
H  -2.365  -4.315  -1.591  0.1062
H  -1.028  -4.446  -2.928  0.0909
N  -1.166  -2.566  -0.254  0.1393
O  -0.418  -1.617  -2.202  -0.0380

Atoms 1-2, force components in eV/Å:
0.8210 -1.2602 1.8029
4.1052 -1.2090 0.6648

---

# C8H11NO2

A cluster of 2 separate species, C8H11NO2 in total (ωB97M-V with the def2-TZVPD basis set, the OMol25 dataset).

HOMO energy = -8.561 eV
Energy above the lowest of the compared OMol25 structures with the same formula, charge and spin = 543.4 kJ/mol
Charge = 0
LUMO = -0.0267 Ha

Each line ends with the Löwdin charge.
CARTESIAN COORDINATES (ANGSTROEM)
C  -3.552  -0.761  -0.021  -0.3210
C  2.557  0.332  -0.126  -0.1739
C  2.533  -1.162  0.226  -0.2065
C  1.145  0.693  0.185  -0.0936
C  1.235  -1.749  -0.079  -0.1233
C  -2.724  0.232  0.372  0.0225
C  0.327  -0.591  -0.093  -0.3174
C  -2.663  1.499  -0.397  -0.3418
N  -4.048  -1.797  -0.047  0.1746
O  -0.868  -0.718  -0.236  0.0688
O  -1.876  2.489  0.201  -0.0966
H  3.198  0.874  0.499  0.0952
H  2.845  0.506  -1.155  0.1166
H  3.390  -1.798  -0.062  0.1309
H  2.616  -1.096  1.261  0.0943
H  0.921  1.058  1.186  0.1360
H  0.744  1.432  -0.554  0.1348
H  1.190  -2.302  -0.999  0.1316
H  0.912  -2.476  0.687  0.1507
H  -3.769  1.749  -0.746  0.1692
H  -2.060  1.216  -1.289  0.1291
H  -2.055  2.370  1.189  0.1199

Atoms 1-2, force components in eV/Å:
0.5379 -0.6842 0.2558
-0.3171 -1.3501 -0.7423

---

# C8H11NO9PS

A cluster of 2 separate species, C8H11NO9PS in total (ωB97M-V with the def2-TZVPD basis set, the OMol25 dataset).

HOMO energy = -14.270 eV
Charge = +1
LUMO = -0.1774 Ha

Each line ends with the Löwdin charge.
CARTESIAN COORDINATES (ANGSTROEM)
O  3.000  -3.051  0.111  0.1894
C  2.410  -2.906  -0.919  -0.4468
O  2.101  -3.929  -1.763  0.1484
C  1.899  -1.526  -1.382  -0.0432
C  2.743  -0.525  -1.873  0.0687
C  2.156  0.647  -2.280  0.0047
N  0.834  0.828  -2.218  0.1393
C  0.014  -0.110  -1.746  -0.2072
P  -1.820  0.103  -1.672  0.4920
O  -2.390  -0.657  -2.791  -0.2424
O  -2.224  1.638  -1.782  -0.0830
O  -2.403  -0.566  -0.309  -0.1034
C  0.519  -1.315  -1.318  0.0257
H  1.327  -3.643  -2.273  0.1208
H  3.818  -0.673  -1.948  0.1513
H  2.808  1.428  -2.669  0.1580
H  0.472  1.720  -2.547  0.1907
H  -2.849  1.668  -2.530  0.1135
H  -2.572  -1.483  -0.584  0.1033
H  -0.148  -2.092  -0.944  0.1511
C  -0.443  2.005  3.831  -0.1446
C  -1.862  1.565  3.544  -0.1430
O  -1.827  1.108  2.182  -0.1884
S  -0.394  0.468  1.879  0.6010
O  -0.487  -0.939  2.013  -0.2052
O  0.129  1.088  0.701  -0.2432
O  0.381  1.045  3.150  -0.1707
H  -0.239  2.991  3.409  0.1373
H  -0.218  2.014  4.894  0.1431
H  -2.581  2.372  3.660  0.1426
H  -2.155  0.725  4.176  0.1402

Atoms 1-2, force components in eV/Å:
-0.2279 0.2422 -0.9719
0.2524 -0.0748 0.4821

---

# C8H11NS

The molecule C8H11NS (ωB97M-V with the def2-TZVPD basis set, the OMol25 dataset).

HOMO energy = -7.969 eV
Energy above the lowest of the compared OMol25 structures with the same formula, charge and spin = 137.2 kJ/mol
Charge = 0
SMILES string = CC1=CS[C@H]2N=CC[C@@]12C
LUMO = 0.0284 Ha

Each line ends with the Löwdin charge.
CARTESIAN COORDINATES (ANGSTROEM)
C  1.482  1.891  0.299  -0.3782
C  1.567  -2.103  0.790  -0.1597
C  0.359  1.179  0.358  -0.3259
C  0.259  -1.379  0.752  -0.1134
C  2.095  -0.474  -0.540  -0.5720
C  0.531  -0.225  -0.189  -0.3971
C  -1.036  1.686  0.653  -0.0255
C  -0.430  -0.447  -1.449  -0.0091
N  2.521  -1.601  0.175  0.0287
S  2.965  1.046  -0.121  0.9283
H  1.504  2.966  0.659  0.1035
H  1.755  -3.017  1.323  0.1132
H  -0.369  -2.196  0.524  0.0992
H  0.092  -0.970  1.826  0.1634
H  2.117  -0.812  -1.661  0.1415
H  -1.733  0.767  0.829  0.1263
H  -1.556  2.022  -0.169  0.0468
H  -0.996  2.381  1.369  0.0327
H  0.061  -1.150  -2.147  0.0897
H  -0.904  0.307  -1.993  0.0581
H  -1.271  -1.006  -1.154  0.0495

Atoms 1-2, force components in eV/Å:
-0.4057 1.3205 1.3547
-0.0543 -0.1850 1.0843

---

Number 1: energy -17034.6011 eV. Number 2: energy -19082.4032 eV. Number 3: energy -21127.9015 eV. Number 4: energy -14423.8369 eV. Number 5: energy -14427.7488 eV. Number 6: energy -15922.5691 eV. Number 7: energy -12010.2651 eV. Number 8: energy -14054.4525 eV. Number 9: energy -48510.8829 eV. Number 10: energy -20797.5800 eV.